Record 1
18
Properties=species:S:1:pos:R:3:forces:R:3:lowdin_charge:R:1 method="wB97M-V/def2-TZVPD" orbital_gap_ev=10.52 lumo_energy_ev=-3.062 de_lowest_ev=0.739 total_charge=+1
C 0.3780 -1.5989 -0.8907 2.22 -0.88 0.78 0.0031
C -0.9366 -1.7940 -1.1296 -1.04 0.13 0.05 -0.0131
C 0.5632 -0.2725 -0.4825 0.08 1.67 -0.89 -0.3347
C -1.0458 1.6911 -0.1282 1.85 0.67 2.13 0.0252
N -0.6148 0.3324 -0.4662 -1.76 -0.56 -0.42 -0.0576
N 1.7551 0.4119 -0.3982 -0.97 -0.63 -0.14 0.1790
N -1.5838 -0.6052 -0.8759 3.05 -0.89 -0.30 0.1204
O 0.9811 0.1810 2.2301 -0.72 1.46 -1.06 -0.0088
H 1.2542 -2.2727 -0.8494 -1.07 0.15 -0.60 0.1437
H -1.4237 -2.7293 -1.4943 0.16 1.25 0.52 0.1610
H -1.6716 2.0184 -0.9234 -1.46 0.13 0.02 0.0843
H -1.3471 1.7045 1.0080 -0.03 0.19 -2.53 0.1459
H -0.2227 2.4719 -0.2489 -0.48 -1.51 0.34 0.1188
H 2.3560 -0.1894 0.1072 1.38 -0.36 0.26 0.0926
H 1.7656 1.3170 0.0447 -0.39 0.05 0.09 0.1025
H -2.5491 -0.4691 -0.8078 -1.41 0.63 0.22 0.1536
H 1.1603 0.5328 3.0864 0.24 0.10 1.06 0.0526
H 1.1818 -0.7299 2.2188 0.36 -1.58 0.47 0.0314

Record 2
23
Properties=species:S:1:pos:R:3:forces:R:3:lowdin_charge:R:1 method="wB97M-V/def2-TZVPD" orbital_gap_ev=8.35 lumo_energy_ev=0.358 de_lowest_ev=3.621
C -0.5970 1.5947 -2.2568 2.24 -0.89 0.88 -0.1962
C -0.8212 2.2220 -0.8915 1.20 -0.14 0.19 -0.3614
Si -0.1498 1.9776 0.6908 -0.50 -0.07 -0.65 0.4116
Cl -0.4833 3.1681 2.3564 -0.14 0.02 -0.57 0.2835
C 0.7175 0.4627 1.3499 0.38 1.80 -0.20 -0.3383
C 1.8373 0.6423 2.2154 -0.20 2.45 -0.02 -0.1285
C 2.6178 -0.4400 2.4873 1.11 -1.26 1.80 -0.1065
C 2.2254 -1.7212 2.0337 2.35 1.07 1.52 -0.0971
C 1.1464 -1.8514 1.2296 0.06 -1.23 0.13 -0.0869
C 0.3769 -0.7618 0.8427 2.72 -0.48 1.97 -0.0940
H -1.5328 1.3181 -2.6558 -1.15 0.04 -0.85 0.0423
H 0.0960 2.0755 -3.0292 -1.12 -0.16 1.29 0.1002
H -0.1592 0.6664 -1.9711 0.75 -1.21 -0.69 0.0275
H -1.4170 3.0146 -1.1886 -1.27 2.28 0.99 -0.0015
H 2.0718 1.7279 2.6257 -0.45 -2.52 -0.86 0.1261
H 3.4892 -0.4656 3.2243 -1.21 0.64 -1.23 0.1262
H 2.9057 -2.5196 2.4327 -1.20 0.32 -0.89 0.1221
H 0.9587 -2.8784 1.0086 -0.82 -0.39 -0.76 0.1017
H -0.4198 -0.9325 0.2525 -2.65 -0.21 -2.02 0.0357
C -3.1625 -1.4924 -0.9216 1.73 2.54 1.15 0.0243
C -2.9028 -0.4170 -0.3840 -1.85 -2.38 -0.97 -0.0128
H -2.9034 -2.3818 -1.4189 -0.37 -0.70 -0.36 0.0073
H -3.1233 0.4750 0.1378 0.38 0.49 0.15 0.0149

Record 3
16
Properties=species:S:1:pos:R:3:forces:R:3:lowdin_charge:R:1 method="wB97M-V/def2-TZVPD" spin_multiplicity=2 orbital_gap_ev="10.55 / 8.21" s2=0.7542 lumo_energy_ev="0.947 / -1.392" de_lowest_ev=3.359
C -4.1806 0.7552 -0.0972 1.42 0.17 -0.57 -0.4009
O -5.2845 0.0664 0.2381 -0.26 0.01 -0.13 0.0272
C -2.8423 0.0336 0.0793 -0.24 -0.57 1.01 -0.0940
C 4.0367 -1.2702 0.3416 0.62 0.06 -0.22 -0.0166
C 3.5982 -0.0376 0.4369 1.22 3.37 -0.43 -0.2784
N 2.7397 0.6636 -0.6251 0.37 -2.05 1.99 0.0028
H -4.1989 1.1057 -1.1443 -0.68 -0.01 -0.13 0.1300
H -4.1610 1.7238 0.4322 -0.22 -0.05 0.22 0.1301
H 4.9566 -1.4973 0.8575 -0.44 -0.81 0.63 0.0589
H -2.6168 -0.7300 -0.6609 -0.25 0.12 -0.34 0.0671
H -2.9053 -0.5105 1.0284 0.20 0.14 0.02 0.0723
H 3.6036 -1.8929 -0.4298 0.56 -0.25 -0.26 0.0643
H 3.7303 0.6868 1.2297 0.78 -0.37 0.31 0.0960
H 2.3718 -0.2512 -0.2974 -3.27 0.21 -2.05 0.0243
H 3.1520 0.4392 -1.5266 0.15 -0.17 0.05 0.0490
H -1.9995 0.7154 0.1377 0.03 0.20 -0.07 0.0677

no.,E_tot (eV)
1,-10820.665
2,-30944.581
3,-7842.418